21
Properties=species:S:1:pos:R:3 method="wB97M-V/def2-TZVPD" charge=-2 e_above_lowest_ev=3.379 e_lumo_ev="5.98 / 5.97" spin_multiplicity=2 orbital_gap_ev="3.40 / 5.79"
H 1.4791 0.3574 1.5891
H 0.0574 -0.1409 0.8530
H -3.6533 -0.3809 -0.7655
H -1.8974 0.3330 -0.7318
H 0.0479 2.2012 0.1587
H -4.5832 -1.3364 0.2246
H 1.7486 -1.7490 0.3780
C 1.7791 -0.7478 -0.1510
H 0.9235 1.4369 -1.3008
H 1.2090 -0.9198 -1.1242
H 1.8435 2.2836 0.0453
H -1.6436 1.3272 1.2557
N -3.5537 -1.2692 -0.1476
C 0.9503 1.6837 -0.2181
H -1.5461 -1.4122 0.8457
H -2.8336 -0.7191 1.9420
C -2.4868 -0.8050 0.8885
C -2.2013 0.7334 0.5284
S 3.5806 -0.4793 -0.4751
N -2.5911 1.2176 -0.6627
C 1.0540 0.2606 0.6028

***

21
Properties=species:S:1:pos:R:3 method="wB97M-V/def2-TZVPD" charge=+1 e_above_lowest_ev=1.601 e_lumo_ev=-3.00 orbital_gap_ev=9.86
H 1.0419 -1.3554 -1.7653
H -1.2038 1.7621 0.7237
H 1.8741 -1.9750 -0.2474
C 0.4366 -0.3553 0.1185
C 1.4511 -1.0822 -0.7599
H 2.0179 -0.1388 1.3410
H -1.1124 -2.2129 -0.1164
N -0.2534 1.8586 0.6193
S -2.4155 -0.2794 0.0735
C -1.0456 -1.3273 0.4993
H 0.2962 2.7929 0.4280
N 0.9751 0.0552 1.4464
H 2.1457 -0.3926 -1.0019
C -1.3860 0.4837 -1.1712
C -0.1348 0.8808 -0.5179
H 0.2841 1.1862 1.2954
H -1.0568 -1.6151 1.5649
H 0.5050 1.0932 -1.3332
H 0.5999 -0.3672 2.3452
H -1.1725 -0.3229 -1.8849
H -1.8466 1.3112 -1.6574

***

21
Properties=species:S:1:pos:R:3 method="wB97M-V/def2-TZVPD" charge=+1 e_above_lowest_ev=5.014 e_lumo_ev="-5.01 / -5.01" orbital_gap_ev="5.32 / 5.32"
H -1.9893 -0.7488 1.5443
C -0.4629 0.3101 -1.2691
H -0.3997 -0.5317 -1.8719
C -2.1346 -0.4129 0.5791
H -1.0996 1.9871 0.8177
N 1.0070 -0.9944 1.6946
H 1.3164 1.1020 -0.0898
C -0.7258 0.0013 0.2581
C 0.1841 -1.0701 0.6934
H -2.6089 -1.2093 -0.0498
N -0.4157 1.2147 0.9041
C 2.3085 0.1025 -2.1463
H -0.2875 1.2723 1.9521
H 1.5179 -1.7345 2.1865
H -0.1543 -2.0050 0.0783
H -1.2426 0.8828 -1.7694
H 3.2548 -0.0364 -1.6420
H -2.8454 0.3750 0.6439
S 1.1643 1.2639 -1.5170
H 2.4484 0.2869 -3.1861
H 1.1649 -0.0554 2.1894

***

21
Properties=species:S:1:pos:R:3 method="wB97M-V/def2-TZVPD" charge=0 e_above_lowest_ev=0.825 e_lumo_ev=1.05 orbital_gap_ev=9.49
H -0.7570 2.6677 -0.4806
H 1.2204 1.4303 1.9842
H 2.6273 -0.8917 0.2673
H -1.1427 -0.9648 1.1078
C 0.2002 1.5236 1.6368
H -2.1894 -0.0083 -0.9573
H -0.2943 -2.1463 0.1624
C -0.6872 -1.1223 0.1310
H 1.5192 -1.3528 1.3914
N -0.3192 1.7975 -0.7697
H -2.4896 -1.7286 -0.8791
N 1.2026 -0.2165 -1.5000
H -1.2388 -1.1200 -1.9730
C -1.7050 -0.9904 -0.9817
C 0.0975 1.0758 0.2052
H 0.7254 0.5140 -2.0273
C 0.7724 -0.2170 -0.1602
H -0.1226 2.5595 1.7419
H 1.2204 -1.1189 -1.9517
H -0.4374 0.9240 2.3017
N 1.7978 -0.6148 0.7509

***

21
Properties=species:S:1:pos:R:3 method="wB97M-V/def2-TZVPD" charge=0 e_above_lowest_ev=1.801 e_lumo_ev=0.96 orbital_gap_ev=9.83
H -3.8060 -0.0206 -0.8247
H 2.6051 1.4164 -0.8642
C 0.9766 0.1195 -0.0593
H -1.5034 -0.9068 0.2595
C 2.3731 0.7851 -0.0347
H 0.8511 -0.5058 -2.1498
H -0.1208 -1.5205 -1.1211
N -1.9956 -0.1251 -0.0564
H -3.7604 0.5859 0.7303
N -3.3919 -0.0879 0.0847
H 1.6649 -1.6707 -1.0582
H -1.9141 1.9527 -0.4261
H 0.8110 0.1182 2.1335
C 0.7463 -0.5807 1.2699
C -1.2800 1.0538 -0.2493
H 3.1740 0.0273 -0.1055
H 2.5163 1.4733 0.8741
H 1.5124 -1.4017 1.5075
N -0.0302 1.2687 -0.1786
H -0.2485 -1.0047 1.4338
C 0.8201 -0.9762 -1.1654

***

22
Properties=species:S:1:pos:R:3 method="wB97M-V/def2-TZVPD" charge=0 e_above_lowest_ev=4.962 e_lumo_ev="0.66 / 0.66" orbital_gap_ev="6.64 / 6.63"
H -2.5719 -0.8142 1.5007
N 0.8871 0.4445 -0.6718
C -1.0332 -0.1109 0.1297
C -1.5319 -0.4681 1.5135
H 0.8836 1.4507 -0.7642
H -2.8336 0.4409 -0.9264
H 1.6421 -1.8557 -0.5160
O 1.5502 -1.1794 0.8782
H -0.9945 -1.0153 -0.4740
H 2.1109 0.7037 2.2834
C -1.9096 0.9002 -0.5655
H -2.1563 1.7383 0.0894
N 1.5591 1.0166 1.5010
C 1.4137 -0.2280 -1.7614
H 1.8448 -2.0196 -2.4978
N 1.4454 -1.6028 -1.6672
H 1.1494 0.2355 -2.7135
H -1.4202 1.2792 -1.4730
H 1.2900 1.9708 1.3315
H -0.9547 -1.2831 1.9515
H -1.4815 0.4076 2.1685
C 1.1110 -0.0111 0.6833

***

22
Properties=species:S:1:pos:R:3 method="wB97M-V/def2-TZVPD" charge=0 e_above_lowest_ev=5.705 e_lumo_ev="-0.43 / -0.43" orbital_gap_ev="6.77 / 6.77"
H -0.0391 0.0498 1.0169
H 0.1852 2.4740 0.6555
H -1.1737 1.2033 -2.5603
H -1.6987 -1.2164 -1.5202
H 3.3038 -1.1336 1.6568
H -3.4585 -0.9088 0.2008
H 1.2112 -1.3191 -1.1039
N 1.0089 1.8792 0.7549
C -2.5539 -0.2961 0.2650
H -0.9153 -1.7527 -0.0046
C -1.4420 -0.9455 -0.5001
C -0.4810 1.3360 -1.7299
H -0.1224 2.3446 -1.5476
H 1.7713 -1.0472 2.2382
N 2.4704 -0.5601 1.6880
H 2.7649 0.2235 -0.1952
C 0.7564 0.6288 0.4505
H -2.8048 0.6801 -0.1622
O 1.6753 -1.5415 -0.2872
C 1.9875 -0.3050 0.3695
H -2.2982 -0.1541 1.3136
N -0.1474 0.3609 -0.9984

***

22
Properties=species:S:1:pos:R:3 method="wB97M-V/def2-TZVPD" charge=0 smiles="CC(C)N(N)/C=C(/N)O" e_above_lowest_ev=2.239 e_lumo_ev=0.95 orbital_gap_ev=8.07
N 0.7663 0.4569 3.0476
H 1.8374 0.9839 -1.2747
H 1.3071 -1.2757 -0.2429
N -1.9859 -0.1662 -0.0568
H -1.3695 -1.0706 1.3896
H -2.3780 -0.4924 -0.9381
H 0.6029 1.8311 -2.2053
C 0.0049 0.8219 0.7982
H -2.6215 0.5396 0.3131
H 1.1269 -1.8860 -1.8988
H -0.1492 -2.1362 -0.7095
N -0.7519 0.5547 -0.3818
O -0.8048 -0.9528 2.1851
C 0.6090 -1.4444 -1.0457
C -0.0225 0.1322 1.9447
C 1.0443 0.8449 -1.9959
C -0.0191 -0.1136 -1.4565
H 1.4766 0.4478 -2.9210
H 0.6466 1.6818 0.7024
H 1.0541 1.4247 3.0827
H -0.7493 -0.2997 -2.2530
H 0.3755 0.1183 3.9166